No. 1
Entry from the Open Molecules 2025 dataset: C24H40Cl16N4 as an isolated structure in a non-equilibrium geometry (ωB97M-V/def2-TZVPD).

```
! RIJCOSX wB97M-V def2-TZVPD def2/J DEFGRID3
* xyz -1 2
C -18.5857 -2.6222 -14.6659
C -19.7174 -2.5317 -15.6874
N -19.5159 -1.6755 -16.8487
C -18.4176 -2.0924 -17.7374
C -18.4755 -1.5078 -19.1263
C -19.3062 -0.2353 -16.5372
C -20.7097 0.3979 -16.2685
H -19.0316 -3.0359 -13.7613
H -18.2996 -1.6163 -14.3587
H -17.6879 -3.1193 -15.0331
H -20.0132 -3.5454 -15.9575
H -20.5480 -2.0421 -15.1790
H -17.4199 -2.1970 -17.3112
H -18.6033 -3.1567 -17.8814
H -17.8868 -0.5906 -19.1064
H -18.0228 -2.2382 -19.7969
H -19.5006 -1.2721 -19.4121
H -18.8482 0.2743 -17.3849
H -18.5771 -0.0074 -15.7597
H -21.2573 -0.1256 -15.4848
H -21.4019 0.5453 -17.0976
H -20.5689 1.4500 -16.0207
C -13.2535 -7.4776 -17.2856
C -14.5245 -7.1076 -16.4351
N -14.9906 -5.7174 -16.4981
C -15.1368 -5.2081 -17.8532
C -16.1626 -5.8518 -18.7544
C -16.1201 -5.4575 -15.6584
C -15.7094 -5.1193 -14.1822
H -13.2212 -7.2865 -18.3582
H -12.8540 -8.4806 -17.1361
H -12.3874 -6.9009 -16.9608
H -15.3566 -7.7583 -16.7040
H -14.2330 -7.2308 -15.3920
H -15.3657 -4.1425 -17.8681
H -14.1689 -5.1794 -18.3535
H -16.0438 -5.4422 -19.7576
H -15.9955 -6.9270 -18.8180
H -17.2046 -5.7954 -18.4397
H -16.8176 -6.2704 -15.8602
H -16.6507 -4.5813 -16.0307
H -15.1544 -4.1832 -14.1219
H -14.9409 -5.8292 -13.8763
H -16.5774 -5.0438 -13.5272
C -14.1509 1.0591 -15.2462
Cl -13.0268 -0.2956 -14.9031
Cl -15.7856 0.5909 -15.0792
Cl -13.7955 2.3241 -14.0784
Cl -13.9169 1.8460 -16.7742
C -18.4780 2.9133 -14.1126
Cl -20.1449 3.4448 -13.9564
Cl -18.2167 1.2880 -13.4352
Cl -17.9525 2.8881 -15.8144
Cl -17.4116 3.9202 -13.0713
C -22.0088 0.0983 -11.9252
Cl -23.1832 -1.2119 -11.4407
Cl -21.4559 1.0325 -10.5965
Cl -20.6353 -0.6912 -12.7399
Cl -22.8306 1.2412 -12.9812
C -23.6689 -3.0058 -16.4178
Cl -24.2011 -1.5162 -15.6117
Cl -22.8770 -2.6627 -17.9524
Cl -22.5625 -3.9414 -15.3401
Cl -25.1181 -3.9739 -16.6034
N -23.3093 5.7507 -17.6051
C -23.1862 4.4630 -18.0959
C -23.3061 3.5648 -17.0142
C -23.5043 4.4196 -15.9016
C -23.1595 5.6658 -16.2422
H -23.3060 6.6247 -18.1113
H -22.9367 4.3229 -19.1373
H -23.3712 2.4888 -17.0793
H -23.8188 4.1019 -14.9184
H -23.1027 6.5506 -15.6255
N -13.5209 -3.0333 -22.2232
C -14.2940 -3.0146 -21.1329
C -15.6518 -3.2630 -21.4979
C -15.6278 -3.5674 -22.8552
C -14.3667 -3.3330 -23.3034
H -12.6276 -2.5680 -22.2981
H -13.8011 -2.9226 -20.1763
H -16.4967 -3.4426 -20.8496
H -16.4819 -3.8976 -23.4276
H -13.9877 -3.2420 -24.3105
*
```

The calculation puts the LUMO energy (spin up / spin down) at 1.99 / 1.99 eV. Its expectation value of S² is 0.752.

=====

No. 2
Entry from the Open Molecules 2025 dataset: C24H40Cl3NO2RuSi3Te as an isolated structure in a non-equilibrium geometry (ωB97M-V/def2-TZVPD).

```
! RIJCOSX wB97M-V def2-TZVPD def2/J DEFGRID3
* xyz 0 5
Ru 0.1502 -0.5225 0.2638
C 0.3217 -0.2572 4.4441
Si 1.5717 -1.0572 3.3063
C 3.1779 -1.1740 4.2898
C 1.1364 -2.8552 3.0154
C 1.8139 -0.0431 1.7377
Si 2.0720 1.7892 2.0215
C 3.4065 2.1145 3.3040
C 0.6512 2.8202 2.6662
C 2.6631 2.6690 0.4592
Si 3.2459 -0.7175 0.7957
C 3.3617 -2.5721 0.6759
C 4.9793 -0.1318 1.1842
C 2.8645 -0.2007 -0.9856
C 3.8100 -0.0164 -1.9894
C 3.4133 0.2148 -3.2930
C 2.0570 0.2368 -3.5774
C 1.1530 0.0527 -2.5528
N 1.5415 -0.1355 -1.2780
H -0.0049 -0.9824 5.1969
H -0.5694 0.1040 3.9251
H 0.7735 0.5907 4.9703
H 2.9808 -1.7454 5.2047
H 3.5874 -0.2076 4.5813
H 3.9496 -1.7194 3.7359
H 0.4456 -3.1868 3.7966
H 2.0371 -3.4700 3.0821
H 0.6498 -3.0501 2.0598
H 3.0529 1.8782 4.3117
H 3.6434 3.1847 3.2846
H 4.3288 1.5625 3.1285
H -0.0022 2.2897 3.3612
H 0.0335 3.2386 1.8712
H 1.1098 3.6556 3.2070
H 3.7454 2.5654 0.3354
H 2.4462 3.7395 0.5456
H 2.1959 2.3083 -0.4583
H 3.7451 -3.0094 1.6025
H 4.0606 -2.8236 -0.1284
H 2.3992 -3.0354 0.4565
H 5.2109 -0.3112 2.2370
H 5.1210 0.9330 0.9885
H 5.7070 -0.6939 0.5895
H 4.8606 -0.0570 -1.7273
H 4.1438 0.3685 -4.0778
H 1.6894 0.3929 -4.5825
H 0.0898 0.0735 -2.7306
Cl -5.4317 0.7494 5.1078
C -4.1746 0.1573 4.0590
C -3.5624 1.0189 3.1705
C -2.5664 0.5121 2.3586
Cl -1.7985 1.5189 1.1780
C -2.1222 -0.8130 2.3860
O -1.1554 -1.2832 1.6304
C -2.8060 -1.6467 3.2831
Cl -2.3886 -3.3281 3.3356
C -3.8069 -1.1757 4.1134
H -3.8545 2.0579 3.1066
H -4.3006 -1.8532 4.7967
C -3.1215 0.2036 -2.1059
C -2.5255 1.5871 -2.1672
O -1.1933 1.5460 -1.6642
C -0.6204 2.8426 -1.5197
C -0.1742 3.4594 -2.8316
H -4.1720 0.2441 -2.4017
H -3.0622 -0.1977 -1.0933
H -2.6024 -0.4890 -2.7705
H -3.1092 2.2844 -1.5553
H -2.5212 1.9656 -3.1942
H 0.2297 2.7212 -0.8500
H -1.3443 3.4965 -1.0188
H 0.4625 2.7671 -3.3859
H 0.4042 4.3639 -2.6302
H -1.0198 3.7380 -3.4620
Te -0.4617 -2.6854 -0.9351
*
```

The calculation puts the LUMO energy (spin up / spin down) at -0.02 / -1.47 eV. Its expectation value of S² is 6.020. For the relative energy (zero: lowest compared OMol25 entry of this formula, charge and spin), the calculation gives 0.153 eV.

=====

No. 3
Entry from the Open Molecules 2025 dataset: a 8-piece molecular cluster, C24H40Cl8O12 overall in a non-equilibrium geometry (ωB97M-V/def2-TZVPD).

```
! RIJCOSX wB97M-V def2-TZVPD def2/J DEFGRID3
* xyz 1 2
C -25.4202 -3.8642 -9.8093
C -25.6896 -5.3522 -10.1214
C -25.8652 -5.7543 -11.5794
O -24.9065 -6.7738 -11.8532
C -24.2845 -7.0387 -10.7519
O -23.3866 -7.9043 -10.6924
O -24.6701 -6.1888 -9.7422
H -25.0912 -3.5744 -8.8113
H -26.3239 -3.2950 -10.0274
H -24.5205 -3.5378 -10.3308
H -26.5371 -5.6897 -9.5249
H -25.6284 -4.8199 -12.0882
H -26.8823 -6.1040 -11.7569
C -16.8433 -9.9308 -8.8854
C -16.3873 -10.5440 -7.5656
C -17.4215 -10.3640 -6.5036
O -17.6320 -11.6939 -6.0857
C -17.1360 -12.5663 -6.9561
O -17.2490 -13.8074 -6.8601
O -16.2693 -11.9266 -7.7774
H -16.6037 -8.8685 -8.9316
H -17.8835 -10.0649 -9.1822
H -16.2781 -10.2917 -9.7448
H -15.4747 -10.0181 -7.2851
H -18.3790 -9.9215 -6.7784
H -16.9445 -9.7613 -5.7307
C -14.4872 -11.8455 -11.7811
C -15.2743 -12.9752 -11.0722
C -16.7734 -12.8432 -11.2640
O -17.1243 -14.0744 -11.8151
C -16.0479 -14.7266 -12.2450
O -16.1154 -15.8402 -12.7417
O -15.0113 -14.0447 -11.9129
H -14.7245 -10.8087 -11.5424
H -14.5996 -11.9935 -12.8551
H -13.4253 -11.9411 -11.5545
H -14.9005 -13.2360 -10.0821
H -16.9388 -12.0794 -12.0238
H -17.3544 -12.6559 -10.3610
C -23.5389 -14.0809 -14.1954
C -23.2781 -13.9472 -15.6856
C -22.5599 -12.7565 -16.1732
O -21.4211 -13.0740 -16.9085
C -21.2607 -14.4466 -16.7834
O -20.2272 -15.0908 -17.1244
O -22.4070 -14.9896 -16.1928
H -23.5845 -15.1253 -13.8870
H -24.5625 -13.8277 -13.9192
H -22.8436 -13.5623 -13.5353
H -24.2610 -14.1996 -16.0834
H -22.2769 -12.1275 -15.3292
H -23.1163 -12.0318 -16.7676
Cl -20.6410 -13.1546 -9.4582
C -20.9772 -14.6049 -8.2784
C -19.7642 -15.4823 -7.9355
Cl -20.3028 -16.9269 -7.1085
H -21.9066 -15.0612 -8.6193
H -21.4042 -14.1000 -7.4119
H -19.2650 -14.7802 -7.2676
H -19.1616 -15.7915 -8.7896
Cl -16.3856 -12.1188 -15.1314
C -17.8450 -12.0290 -16.0127
C -17.6984 -12.3443 -17.4667
Cl -16.4581 -11.3262 -18.2504
H -18.2670 -11.0358 -15.8590
H -18.4904 -12.7507 -15.5120
H -18.6733 -12.1994 -17.9320
H -17.3370 -13.3721 -17.5009
Cl -20.6411 -5.4066 -13.5212
C -20.0469 -5.0484 -11.7911
C -21.1614 -4.7622 -10.8671
Cl -21.9689 -3.3378 -11.4380
H -19.3378 -4.2206 -11.8006
H -19.4481 -5.8903 -11.4437
H -20.7809 -4.4222 -9.9040
H -21.9155 -5.5330 -10.7076
Cl -19.1886 -8.5394 -11.6647
C -20.5239 -9.7037 -11.4357
C -20.4608 -10.9883 -12.2721
Cl -20.1484 -10.5803 -13.9540
H -21.4609 -9.1612 -11.5621
H -20.4979 -10.0101 -10.3899
H -21.3963 -11.5476 -12.2631
H -19.7105 -11.6870 -11.9020
*
```

The calculation puts the LUMO energy (spin up / spin down) at -2.43 / -10.10 eV. Its expectation value of S² is 0.753.

=====

No. 4
Entry from the Open Molecules 2025 dataset: a 2-piece molecular cluster, C24H40ClIN5O6P overall in a non-equilibrium geometry (ωB97M-V/def2-TZVPD).

```
! RIJCOSX wB97M-V def2-TZVPD def2/J DEFGRID3
* xyz 0 1
C -1.4066 -0.0993 -4.8955
C -0.9405 -0.9655 -3.6051
C -0.7313 -0.0675 -2.2833
O -1.2889 -0.6938 -1.0797
C -2.6487 -0.3496 -0.9105
C -3.1566 1.0766 -0.4796
C -2.0506 2.1865 -0.1836
C -0.9376 1.6514 0.8680
O 0.2747 1.9854 0.7559
I -1.4623 0.2714 2.5096
C -4.7009 1.3182 -0.3327
Cl -5.2829 2.9654 0.1989
C -5.7773 0.2188 -0.6014
N -7.2249 0.4393 -0.4449
C -5.2702 -1.1697 -1.0377
C -3.7398 -1.4048 -1.1520
C -3.7133 -2.9426 -1.5510
O -2.6909 -3.5986 -1.2583
N -4.9902 -3.3318 -2.1681
C -4.9577 -3.1827 -3.6545
C -4.2088 -4.5095 -4.2349
C -2.8102 -4.1943 -4.9684
C -1.5434 -4.6310 -4.0664
O -0.3641 -4.9477 -4.8907
C 0.7600 -4.7098 -3.9745
C -5.9976 -2.5233 -1.4307
O -7.1931 -2.7624 -1.1752
H -2.5472 0.0462 -4.7734
H -1.2616 -0.7195 -5.8547
H -0.8716 0.9057 -4.9838
H -1.8318 -1.6601 -3.3702
H -0.0151 -1.5524 -3.9223
H 0.4018 0.1284 -2.1648
H -1.2403 0.9458 -2.4814
H -2.5028 3.1211 0.3011
H -1.5507 2.5111 -1.1680
H -7.7065 0.4980 -1.3515
H -7.6526 -0.3333 0.1019
H -4.4595 -2.2130 -4.0208
H -6.0293 -3.1664 -4.0852
H -3.9481 -5.1793 -3.3320
H -4.8889 -5.1295 -4.9047
H -2.7774 -4.8795 -5.8997
H -2.7247 -3.1212 -5.3735
H -1.2079 -3.7426 -3.4061
H -1.8073 -5.5170 -3.3845
H 1.6787 -5.3301 -4.2663
H 0.4504 -5.0813 -2.9279
H 0.9947 -3.5912 -3.8568
C 2.5422 1.5509 4.4147
N 3.2401 2.5160 3.5860
C 2.2591 3.1984 2.7309
P 4.4160 3.6013 4.2042
O 3.4735 4.2525 5.2330
N 5.4854 2.9438 5.3817
C 5.3561 1.6335 5.9830
C 5.8875 3.8938 6.4245
N 5.5224 2.9314 2.9948
C 5.4887 1.6266 2.3640
C 6.8214 3.5816 2.8864
H 1.8335 0.9812 3.8117
H 1.9997 2.0151 5.2442
H 3.2196 0.7959 4.8085
H 2.7737 3.7713 1.9518
H 1.6355 3.8907 3.3083
H 1.6015 2.4871 2.2139
H 4.4570 1.5586 6.6064
H 6.2183 1.4053 6.6145
H 5.3423 0.8420 5.2333
H 5.1268 3.9768 7.2115
H 6.0483 4.8880 6.0012
H 6.8332 3.5905 6.8873
H 5.5251 0.8080 3.0854
H 6.3382 1.4862 1.6853
H 4.6031 1.5046 1.7409
H 7.5799 3.0588 3.4791
H 6.7668 4.6151 3.2396
H 7.1566 3.6263 1.8454
*
```

As for the structure (SMILES): CCCOc1c(CC(=O)I)c(Cl)c(N)c2c1C(=O)N(CCCCOC)C2=O.CN(C)P(=O)(N(C)C)N(C)C. The calculation puts the LUMO energy at -1.25 eV.

=====

No. 5
Entry from the Open Molecules 2025 dataset: C24H40N2ORuS3Sb2 as an isolated structure in a non-equilibrium geometry (ωB97M-V/def2-TZVPD).

```
! RIJCOSX wB97M-V def2-TZVPD def2/J DEFGRID3
* xyz 1 2
Ru 1.1317 0.1907 -0.0008
C 3.5672 -0.2063 0.1328
C 3.1977 0.8428 1.0107
C 2.8624 1.9582 0.2311
C 3.0540 1.6062 -1.1385
C 3.4719 0.2739 -1.1894
H 3.9654 -1.1657 0.4156
H 3.3034 0.8421 2.0822
H 2.6437 2.9458 0.6070
H 2.9816 2.2710 -1.9806
H 3.7465 -0.2676 -2.0807
C 0.0622 0.8107 -3.6469
Sb -0.0026 1.8796 -1.8170
C 0.8304 3.6700 -2.6050
C -2.0548 2.4473 -1.9402
C -2.3400 3.5536 -0.9690
C -2.1651 4.8801 -1.3597
C -2.3891 5.9270 -0.4798
C -2.7759 5.6532 0.8243
C -2.9530 4.3372 1.2200
C -2.7519 3.2797 0.3345
C -3.0124 1.8801 0.7874
Sb -1.2437 0.7569 1.3148
C -2.2322 -0.4658 2.7401
C -0.4835 2.1677 2.7123
H -0.2698 1.4626 -4.4555
H -0.5854 -0.0588 -3.5836
H 1.0842 0.4828 -3.8307
H 0.1913 3.9762 -3.4321
H 1.8330 3.4835 -2.9765
H 0.8611 4.4587 -1.8553
H -2.6534 1.5511 -1.7888
H -2.1763 2.7844 -2.9698
H -1.8679 5.0916 -2.3809
H -2.2668 6.9494 -0.8118
H -2.9540 6.4587 1.5239
H -3.2758 4.1199 2.2320
H -3.5556 1.2904 0.0492
H -3.5789 1.8733 1.7185
H -2.8323 0.2107 3.3476
H -1.5025 -0.9770 3.3593
H -2.8805 -1.1907 2.2506
H -1.2269 2.3372 3.4916
H -0.2617 3.1074 2.2089
H 0.4245 1.7649 3.1590
C 3.2625 -5.4214 2.3568
C 3.3553 -4.2803 1.3495
N 2.7756 -3.0293 1.8352
C 1.4881 -2.6902 1.7756
S 1.0485 -1.0665 2.2523
N 0.6056 -3.5880 1.3869
C -0.8410 -3.3991 1.2876
C -1.5624 -4.0148 2.4765
H 3.7252 -6.3165 1.9419
H 2.2292 -5.6588 2.6145
H 3.7860 -5.1623 3.2765
H 2.8714 -4.5387 0.4052
H 4.4006 -4.0742 1.1264
H 3.3779 -2.3423 2.2557
H 0.9459 -4.5116 1.1663
H -1.1707 -3.8485 0.3522
H -1.0261 -2.3325 1.2247
H -1.4172 -5.0960 2.5058
H -2.6334 -3.8254 2.3984
H -1.1992 -3.5894 3.4135
C -1.0477 -2.9752 -4.5028
O -0.1082 -2.5594 -3.4961
C -0.5696 -2.0781 -2.3522
S -2.1731 -1.8891 -1.9707
S 0.7468 -1.7175 -1.2821
H -0.4653 -3.0696 -5.4137
H -1.8376 -2.2371 -4.6151
H -1.4875 -3.9331 -4.2298
*
```

The calculation puts the LUMO energy (spin up / spin down) at -3.56 / -3.37 eV. Its expectation value of S² is 0.762. For the relative energy (zero: lowest compared OMol25 entry of this formula, charge and spin), the calculation gives 0.662 eV.

=====

No. 6
Entry from the Open Molecules 2025 dataset: C24H40N3RhSSi2 as an isolated structure in a non-equilibrium geometry (ωB97M-V/def2-TZVPD).

```
! RIJCOSX wB97M-V def2-TZVPD def2/J DEFGRID3
* xyz 0 5
Rh 3.5106 -17.5695 1.3948
C 0.2499 -18.9032 -0.0608
Si 2.2154 -19.1453 0.3354
C 2.7676 -19.8955 -1.2989
C 2.1636 -20.6364 1.3378
C 2.1656 -21.9475 0.9438
C 2.2876 -22.9352 1.9690
C 2.4091 -22.5660 3.3075
C 2.2043 -21.2526 3.6553
C 2.1819 -20.2869 2.6679
Si 2.1305 -18.4241 3.1128
C 3.0989 -18.6137 4.7017
C 0.3623 -18.3412 3.4912
H -0.2427 -19.7833 -0.3876
H 0.0237 -18.1799 -0.8787
H -0.2791 -18.5449 0.8533
H 3.8307 -20.0848 -1.1401
H 2.6765 -19.2324 -2.1758
H 2.1993 -20.7953 -1.5082
H 1.8584 -22.3150 -0.0500
H 2.4295 -23.9960 1.7443
H 2.6687 -23.4077 4.0265
H 1.9212 -20.9405 4.6855
H 2.5226 -18.9684 5.5398
H 3.3922 -17.6282 5.0005
H 4.0348 -19.2544 4.4997
H -0.2620 -18.5420 2.5924
H -0.0086 -17.3377 3.8110
H 0.1013 -19.0807 4.3038
C 4.6106 -14.9000 0.4595
N 5.1726 -16.1184 0.9568
C 6.0863 -15.9220 2.0775
C 5.8363 -16.7545 -0.1973
C 6.0343 -18.2249 0.0804
C 7.1107 -18.9626 -0.4150
C 7.3308 -20.2793 0.0548
C 6.4470 -20.8011 1.0224
C 5.3761 -20.0672 1.4525
C 5.0925 -18.7954 0.9614
H 5.3457 -14.2252 0.0228
H 4.0754 -14.3204 1.1859
H 3.9617 -15.1625 -0.4467
H 6.9134 -15.2870 1.8319
H 6.4720 -16.8805 2.3989
H 5.5340 -15.5424 2.9022
H 6.8096 -16.2480 -0.3361
H 5.2444 -16.5871 -1.0984
H 7.7763 -18.5015 -1.1031
H 8.3102 -20.7612 -0.2019
H 6.7081 -21.7970 1.3975
H 4.7569 -20.4331 2.2917
C -2.4318 -14.2361 3.7046
C -1.3778 -13.8195 2.7481
N 0.0056 -14.3937 3.0185
C 0.7751 -15.0291 2.1183
S 2.2432 -15.7936 2.6944
N 0.4769 -15.0651 0.7812
C 0.6595 -13.7613 0.0189
C 1.7488 -12.7902 0.3158
H -3.3581 -13.7726 3.4153
H -2.2665 -14.1971 4.7839
H -2.6535 -15.2970 3.5537
H -1.2550 -12.7475 2.6863
H -1.6766 -14.2706 1.7919
H 0.3459 -14.3210 3.9585
H 1.0166 -15.8304 0.4028
H -0.3641 -13.2958 0.1926
H 0.5422 -13.9623 -1.0154
H 1.5551 -11.7652 -0.1338
H 2.7491 -13.1540 0.0028
H 1.8068 -12.5892 1.3989
*
```

The calculation puts the LUMO energy (spin up / spin down) at 0.28 / -3.19 eV. Its expectation value of S² is 6.026. For the relative energy (zero: lowest compared OMol25 entry of this formula, charge and spin), the calculation gives 2.951 eV.

=====

The following electronic energy values (in Ha) correspond, in order, to the records above: -8520.36793, -3755.75948, -5522.50268, -2762.56013, -2892.93637, -2190.24182.